1.
Below is a 2-piece molecular cluster, C4H8N2 overall in a non-equilibrium geometry, with properties calculated with wB97M-V/def2-TZVPD.

Values from the calculation:
Lowest unoccupied orbital energy (alpha / beta), eV: 0.36 / 0.43
ΔE to the lowest compared entry with this formula, charge and spin, kcal/mol: 138.9
E, eV: -7251.852
Orbital gap (alpha / beta), Eh: 0.2845 / 0.3118

Geometry as ORCA input:
```
! wB97M-V def2-TZVPD RIJCOSX def2/J DEFGRID3
* xyz 0 1
C 0.03813 -0.00789 -0.35044
C -0.94312 -0.86356 -0.57040
C -0.07730 1.44082 0.01862
C -1.51450 -2.12913 -0.09895
N 2.79785 0.41891 -0.02744
N 3.48578 -0.05648 0.78892
H 1.13658 -0.30984 -0.35429
H -0.97511 1.99164 -0.03894
H 0.76576 1.96003 -0.53979
H 0.35865 1.44500 1.06885
H -1.18737 -3.12410 -0.50795
H -2.66790 -2.04016 -0.22636
H -1.27678 -2.18980 0.96269
H 2.53792 1.42785 -0.28652
*
```

2.
Below is one molecule with the formula C5H5NO2 in a non-equilibrium geometry, with properties calculated with wB97M-V/def2-TZVPD.

Values from the calculation:
Lowest unoccupied orbital energy, eV: -0.31
ΔE to the lowest compared entry with this formula, charge and spin, kcal/mol: 151.6
SMILES string: C=C1C=C/C(=N/O)O1
E, eV: -10844.741
Orbital gap, Eh: 0.2861

Geometry as ORCA input:
```
! wB97M-V def2-TZVPD RIJCOSX def2/J DEFGRID3
* xyz 0 1
C -2.00522 -1.29504 0.26293
C -1.01170 -0.30099 -0.23150
C -1.16492 1.09642 -0.16324
C 0.11127 1.49106 -0.10842
C 0.98841 0.22210 -0.22055
N 2.30121 0.43261 0.14066
O 2.94477 -0.78853 0.06455
O 0.24961 -0.80125 -0.44513
H -1.65841 -2.26788 0.26159
H -3.00118 -0.84110 0.21471
H -2.18251 1.63824 -0.01888
H 0.55414 2.38581 0.68715
H 3.87453 -0.97146 -0.44387
*
```

3.
Below is one molecule with the formula C5H9NO2S in a non-equilibrium geometry, with properties calculated with wB97M-V/def2-TZVPD.

Values from the calculation:
Lowest unoccupied orbital energy, eV: -0.08
ΔE to the lowest compared entry with this formula, charge and spin, kcal/mol: 45.0
SMILES string: CCNC(=O)COC=S
E, eV: -21749.710
Orbital gap, Eh: 0.3492

Geometry as ORCA input:
```
! wB97M-V def2-TZVPD RIJCOSX def2/J DEFGRID3
* xyz 0 1
C 1.65811 -1.50651 0.88160
C 1.31451 -0.06615 0.35446
N -0.15377 0.26043 0.35890
C -0.56716 1.58285 0.25460
O 0.11848 2.53533 -0.09056
C -2.08042 1.77015 0.44410
O -2.81515 1.34387 -0.69261
C -3.34992 0.14240 -0.75710
S -3.02368 -1.14099 0.20486
H 1.44022 -2.18413 0.03880
H 2.68205 -1.57673 1.02614
H 1.13289 -1.59338 1.91525
H 1.65787 0.80635 0.93566
H 1.99693 0.02846 -0.55980
H -0.93179 -0.39972 0.46688
H -2.42953 1.20036 1.26218
H -2.16984 2.77326 0.59381
H -3.86046 0.06375 -1.59436
*
```